Entry 1:
Below is a gas-phase ion, C4H5OS (charge -1), with properties calculated with wB97M-V/def2-TZVPD.

Structure (XYZ):
```
11
Properties=species:S:1:pos:R:3
S -3.86 0.67 -0.03
O -2.63 -1.65 0.16
C 0.08 0.13 0.73
C -2.64 -0.45 0.00
C 0.19 -0.46 -0.64
C -1.02 0.32 -0.25
H 0.70 0.98 1.00
H -1.17 1.30 -0.68
H 0.10 -1.53 -0.74
H 0.89 -0.01 -1.35
H -0.09 -0.56 1.56
```

Output
E_HOMO: -3.24 eV
LUMO level: 3.989 eV
charge: -1
orbital gap: 7.2 eV

---

Entry 2:
Below is 2 unconnected molecules or ions with the total composition C4H6, with properties calculated with wB97M-V/def2-TZVPD.

Structure (XYZ):
```
10
Properties=species:S:1:pos:R:3
C 1.31 0.05 0.22
C -1.27 -0.68 0.10
C -1.35 0.65 0.15
C -0.07 0.02 -0.43
H -1.86 -1.59 0.11
H 1.02 0.17 1.22
H 2.01 0.81 0.03
H 1.79 -0.79 -0.17
H 0.09 -0.04 -1.90
H -1.66 1.41 0.68
```

Output
E_HOMO: -8.84 eV
LUMO level: 1.225 eV
charge: 0
orbital gap: 10.1 eV

---

Entry 3:
Below is 27 unconnected molecules or ions with the total composition C4H64NO28PS, with properties calculated with wB97M-V/def2-TZVPD.

Structure (XYZ):
```
99
Properties=species:S:1:pos:R:3
S 1.58 -3.71 -1.36
P 2.69 1.57 -0.85
O -5.16 -5.65 4.82
O 3.94 1.67 2.59
O -2.38 4.17 -7.75
O -0.37 -0.14 -5.21
O -3.72 2.40 6.61
O -2.67 4.60 3.39
O -0.81 3.25 -5.26
O -1.12 -2.11 2.79
O -3.56 -2.70 -2.41
O -1.63 1.59 4.50
O -0.90 -7.31 0.90
O 1.31 4.06 -2.78
O 0.41 0.56 2.81
O 2.05 3.75 2.17
O 1.56 4.23 4.94
O -0.55 -3.05 0.13
O 1.11 2.50 -7.32
O -3.73 -4.78 1.90
O -1.22 5.63 5.47
O 7.12 0.23 -0.60
O -0.93 -2.15 -8.60
O 1.85 -0.91 -1.14
O -3.10 -3.37 4.73
O -1.58 0.48 -8.06
O -0.65 -1.38 5.56
O 0.58 -3.20 -4.97
O 2.61 1.59 5.91
O 6.67 3.21 -1.51
N 4.17 1.26 -0.39
C 0.53 -1.16 -0.77
C 2.00 0.24 -1.92
C -1.29 -4.25 -0.05
C 0.17 -2.64 -0.98
H -2.98 -2.84 -1.67
H -1.00 -5.00 0.66
H -1.10 0.09 -7.32
H -3.42 -3.42 5.63
H 1.37 0.55 2.68
H -2.32 -2.81 4.79
H 6.20 0.46 -0.81
H -1.60 5.30 6.29
H 7.32 3.06 -0.83
H -1.74 3.06 -5.12
H 4.20 1.19 0.62
H -0.69 -2.31 1.94
H 3.22 1.41 6.63
H -4.39 1.80 6.95
H 1.21 4.03 -3.74
H 0.05 -7.42 0.99
H -2.30 -0.13 -8.20
H -1.23 -8.20 0.78
H -0.54 -2.99 -8.34
H 2.61 2.77 -1.55
H -0.46 -2.71 -1.86
H 0.98 4.93 -2.54
H -2.35 -4.10 0.06
H 7.55 0.18 -1.46
H -4.69 -4.75 1.84
H 2.51 4.28 5.05
H -1.35 1.48 3.59
H 0.13 -0.35 2.67
H -2.96 2.25 7.17
H 1.41 3.32 4.62
H 1.10 0.52 -2.43
H -0.92 -0.48 5.74
H -3.54 -4.62 2.84
H -0.16 -0.54 -1.30
H -0.61 4.94 5.20
H -2.56 1.84 4.46
H 0.23 0.21 -5.88
H -3.18 3.65 -7.65
H -0.38 -3.07 -5.05
H -1.09 -4.65 -1.03
H -5.21 -6.02 3.94
H 2.54 -3.36 -0.50
H 0.69 3.28 -6.94
H -4.51 -4.94 4.76
H 1.49 4.37 2.64
H 2.75 0.05 -2.66
H 0.03 -0.98 -4.95
H -0.37 2.43 -5.03
H -2.55 5.31 4.04
H -2.03 -1.88 2.57
H 4.08 1.27 3.45
H 0.77 -3.02 -4.04
H -0.34 -1.80 -9.27
H -0.78 -1.48 4.61
H 3.49 2.50 2.78
H -4.34 -3.21 -2.20
H 0.56 2.28 -8.08
H -1.85 3.94 -6.98
H 1.95 0.89 5.97
H 1.84 1.62 0.27
H 5.98 2.56 -1.32
H 0.38 -0.98 0.28
H 1.54 3.49 1.40
H -3.56 4.27 3.54
```

Output
E_HOMO: -8.52 eV
LUMO level: -0.192 eV
charge: 0
orbital gap: 8.3 eV

---

Entry 4:
Below is a molecular structure, C4H6AgO4PS, with properties calculated with wB97M-V/def2-TZVPD.

Structure (XYZ):
```
17
Properties=species:S:1:pos:R:3
Ag -1.83 2.49 -1.03
S 0.28 1.51 0.76
P 1.00 -0.66 -1.11
O 0.09 -1.97 -0.45
O 1.05 -1.00 -2.79
O -0.96 1.95 1.46
O 1.19 2.67 0.62
C -2.69 -0.48 -0.63
C -0.19 0.81 -0.88
C -1.68 0.19 -0.83
C 1.12 0.26 1.84
H 0.67 -2.52 0.12
H 1.29 0.70 2.87
H 0.43 -0.64 1.91
H -3.36 -1.37 -0.49
H 1.45 -1.90 -2.82
H 2.13 -0.04 1.45
```

Output
E_HOMO: -8.43 eV
LUMO level: -1.234 eV
charge: 0
orbital gap: 7.2 eV

---

Entry 5:
Below is a molecular structure, C4H6AsCa3F6NO6, with properties calculated with wB97M-V/def2-TZVPD.

Structure (XYZ):
```
27
Properties=species:S:1:pos:R:3
As -3.36 -0.87 1.14
Ca 0.10 -2.92 0.85
Ca -2.89 1.41 -2.10
Ca -4.21 -2.84 -2.34
F -2.52 0.27 2.32
F -3.73 -1.97 2.46
F -4.88 -0.06 1.33
F -1.71 -1.67 0.87
F -3.99 -1.98 -0.20
F -2.90 0.46 -0.05
O 1.15 0.47 -0.37
O 2.20 1.13 1.44
O 0.46 -0.33 1.60
O -1.99 -2.19 -2.55
O -1.17 -0.32 -2.51
O -0.14 -1.90 -1.37
N -1.04 -1.49 -2.13
C 2.07 1.50 -0.81
C 1.23 0.38 0.98
C 2.81 1.88 0.44
C 4.13 1.27 0.64
H 2.70 2.93 0.71
H 4.90 1.20 -0.13
H 2.73 1.15 -1.61
H 4.45 1.90 1.46
H 4.15 0.34 1.20
H 1.45 2.25 -1.30
```

Output
E_HOMO (spin up / spin down): -14.76 / -18.68 eV
LUMO level (spin up / spin down): -10.379 / -10.649 eV
spin multiplicity: 2
charge: +3
orbital gap (spin up / spin down): 4.4 / 8.0 eV

---

Entry 6:
Below is a molecular structure, C4H6BF4K3O3, with properties calculated with wB97M-V/def2-TZVPD.

Structure (XYZ):
```
21
Properties=species:S:1:pos:R:3
K 1.42 -2.47 -2.35
K -1.27 -0.93 -4.80
K -0.91 1.79 -2.12
F 0.56 0.31 -2.88
F -0.45 -1.69 -3.26
F 0.30 -1.25 -1.17
F -1.45 -0.22 -2.02
O -0.75 0.62 2.57
O -0.56 -1.35 1.59
O -1.44 -1.25 3.69
C -0.06 0.92 1.36
C 0.02 -0.45 0.75
C -1.04 -0.71 2.67
C 1.21 1.59 1.77
B -0.20 -0.70 -2.38
H 1.83 1.12 2.54
H 1.17 2.64 2.09
H -0.69 -0.41 -0.08
H -0.53 1.63 0.69
H 1.83 1.54 0.88
H 1.03 -0.73 0.46
```

Output
E_HOMO: -15.37 eV
LUMO level: -7.320 eV
charge: +2
orbital gap: 8.0 eV

---

Entry 7:
Below is 2 unconnected molecules or ions with the total composition C4H6BNO2S, with properties calculated with wB97M-V/def2-TZVPD.

Structure (XYZ):
```
15
Properties=species:S:1:pos:R:3
S 2.14 1.17 -0.28
O -1.70 -0.81 -0.51
O -1.18 1.52 -0.97
N 2.96 -1.23 -0.03
C 1.16 0.03 0.49
C 3.26 -0.08 -0.50
C 1.68 -1.17 0.65
C -1.09 0.76 1.38
B -1.38 0.42 -0.15
H 4.18 0.08 -1.17
H -1.82 -1.14 -1.43
H 1.43 -2.05 1.27
H -1.81 1.65 -1.80
H -1.34 -0.12 2.05
H -0.85 1.77 1.74
```

Output
E_HOMO (spin up / spin down): -9.11 / -9.08 eV
LUMO level (spin up / spin down): -0.584 / -0.608 eV
charge: 0
orbital gap (spin up / spin down): 8.5 / 8.5 eV

---

Entry 8:
Below is C4H6Br2O2 in the gas phase, with properties calculated with wB97M-V/def2-TZVPD.

Structure (XYZ):
```
14
Properties=species:S:1:pos:R:3
Br -0.67 -2.50 -0.37
Br 1.07 1.63 0.56
O -1.31 0.21 1.34
O 1.82 -0.87 -0.93
C 1.52 -0.88 -2.32
C -0.15 0.18 0.60
C -1.62 1.34 2.21
C 0.25 -0.88 -0.12
H -1.01 1.18 3.17
H 1.03 0.06 -2.65
H 0.98 -1.82 -2.49
H -1.68 2.14 1.46
H 2.46 -1.06 -2.92
H -2.69 1.27 2.46
```

Output
E_HOMO: -8.89 eV
LUMO level: 0.498 eV
charge: 0
orbital gap: 9.4 eV

---

Entry 9:
Below is a molecular structure, C4H6Br2S, with properties calculated with wB97M-V/def2-TZVPD.

Structure (XYZ):
```
13
Properties=species:S:1:pos:R:3
Br 2.71 -1.18 -0.73
Br 1.33 -1.69 2.13
S 1.29 1.22 0.84
C -1.30 0.03 0.86
C -0.16 0.47 -1.46
C -0.12 0.43 0.03
C 1.59 -0.52 0.67
H -0.87 1.22 -1.78
H -1.31 0.57 1.80
H -0.46 -0.49 -1.88
H -2.22 0.24 0.31
H 0.82 0.74 -1.86
H -1.30 -1.04 1.08
```

Output
E_HOMO: -8.32 eV
LUMO level: 0.241 eV
charge: 0
orbital gap: 8.6 eV

---

Entry 10:
Below is a molecular structure, C4H6BrCoO2, with properties calculated with wB97M-V/def2-TZVPD.

Structure (XYZ):
```
14
Properties=species:S:1:pos:R:3
Br 2.16 0.64 1.53
Co 2.06 2.51 1.96
O -0.55 -0.78 -1.67
O -0.82 -2.80 -0.84
C -0.59 -1.64 -0.74
C -0.27 -0.91 0.58
C -0.22 0.56 -1.27
C -0.48 0.50 0.22
H 0.80 0.80 -1.58
H 0.80 -0.96 0.76
H 0.19 1.04 0.89
H -0.83 -1.21 1.47
H -1.49 0.86 0.42
H -0.75 1.39 -1.74
```

Output
E_HOMO (spin up / spin down): -12.91 / -12.86 eV
LUMO level (spin up / spin down): -6.973 / -8.305 eV
spin multiplicity: 4
charge: +1
orbital gap (spin up / spin down): 5.9 / 4.6 eV

---

Entry 11:
Below is a gas-phase ion, C4H6BrFN2OP (charge +1), with properties calculated with wB97M-V/def2-TZVPD.

Structure (XYZ):
```
16
Properties=species:S:1:pos:R:3
Br -1.22 2.59 -1.60
P -1.61 1.50 0.34
F 0.19 -3.31 -0.33
O -3.17 0.97 0.29
N -0.92 -1.33 0.00
N 1.24 -1.26 -0.08
C 1.77 1.27 0.26
C -0.49 0.00 0.15
C 0.19 -2.03 -0.14
C 0.87 0.09 0.12
H 1.99 1.41 1.33
H -3.23 0.02 0.15
H -1.88 -1.63 -0.02
H 1.33 2.20 -0.10
H 2.21 -1.56 -0.17
H 2.74 1.06 -0.22
```

Output
E_HOMO: -12.83 eV
LUMO level: -3.589 eV
charge: +1
orbital gap: 9.2 eV

---

Entry 12:
Below is C4H6BrFO in the gas phase, with properties calculated with wB97M-V/def2-TZVPD.

Structure (XYZ):
```
13
Properties=species:S:1:pos:R:3
Br 2.20 -2.12 -0.03
F 0.29 -1.32 1.70
O -2.17 -0.44 -0.93
C 0.96 -0.87 0.50
C 1.22 0.60 0.56
C -1.28 0.38 -0.09
C 0.22 0.11 -0.47
H 0.60 0.10 -1.49
H -1.87 -0.37 -1.87
H 0.95 1.31 1.29
H -1.70 0.28 1.01
H 2.17 0.82 0.10
H -1.60 1.53 -0.29
```

Output
E_HOMO: -9.90 eV
LUMO level: 0.771 eV
charge: 0
orbital gap: 10.7 eV

---

Entry 13:
Below is a molecular structure, C4H6BrI, with properties calculated with wB97M-V/def2-TZVPD.

Structure (XYZ):
```
12
Properties=species:S:1:pos:R:3
I 2.50 0.56 -0.03
Br -2.42 1.34 -0.03
C -0.79 0.36 -0.34
C 0.63 1.62 0.32
C -0.59 -0.90 0.35
C 0.14 -1.85 -0.21
H 0.64 2.60 -0.27
H 0.35 -2.87 0.18
H 0.56 1.92 1.28
H -1.12 -1.09 1.39
H 0.69 -1.86 -1.19
H -0.59 0.19 -1.44
```

Output
E_HOMO: -9.22 eV
LUMO level: 0.330 eV
charge: 0
orbital gap: 9.5 eV

---

Entry 14:
Below is C4H6BrN in the gas phase, with properties calculated with wB97M-V/def2-TZVPD.

Structure (XYZ):
```
12
Properties=species:S:1:pos:R:3
Br 0.47 -1.75 -1.92
N 2.75 -0.32 -1.61
C -1.59 -0.84 0.60
C 0.65 -0.40 -0.61
C -0.29 -0.12 0.33
C 1.96 0.20 -0.82
H -2.20 -0.27 1.14
H 3.68 0.16 -1.88
H -1.47 -1.85 1.01
H -2.07 -1.14 -0.34
H -0.05 0.76 0.89
H 2.31 1.03 -0.24
```

Output
E_HOMO: -9.04 eV
LUMO level: 0.571 eV
charge: 0
orbital gap: 9.6 eV

---

Entry 15:
Below is 2 unconnected molecules or ions with the total composition C4H6BrN2, with properties calculated with wB97M-V/def2-TZVPD.

Structure (XYZ):
```
13
Properties=species:S:1:pos:R:3
Br -1.72 -1.47 0.37
N 0.45 0.39 0.20
N -1.71 1.14 -0.26
C -2.65 1.94 -0.02
C 2.67 -1.48 -0.42
C 1.61 -1.57 0.22
C -0.84 0.30 0.24
H -3.05 1.90 1.01
H -2.83 2.44 -0.92
H 0.83 -1.91 0.96
H 3.19 -0.69 -1.08
H 0.84 1.32 -0.02
H 3.21 -2.32 -0.29
```

Output
E_HOMO: -14.04 eV
LUMO level: -5.316 eV
charge: +1
orbital gap: 8.7 eV